Here is a cluster of 8 separate species, C37H82Cl6FNO12 in total at a distorted geometry from OMol25. Energies are from ωB97M-V/def2-TZVPD.

XYZ file:
```
139
Properties=species:S:1:pos:R:3:lowdin_charge:R:1
Cl -17.42 22.72 3.11 0.544
Cl -13.00 18.67 5.67 0.522
Cl -13.24 19.04 2.80 0.614
Cl -18.91 20.36 2.72 0.619
Cl -16.66 20.76 1.03 0.574
Cl -13.62 16.49 3.85 0.573
F -16.31 19.32 4.48 -0.511
O -12.91 18.38 -1.78 -0.144
O -10.08 17.86 -0.69 -0.172
O -18.23 15.57 4.34 -0.237
O -14.09 13.25 1.20 -0.205
O -22.10 20.92 7.66 -0.156
O -21.45 19.21 5.17 -0.241
O -11.66 25.84 6.24 -0.164
O -14.83 19.16 -3.72 -0.190
O -12.86 23.58 4.52 -0.119
O -13.05 22.12 1.97 -0.206
O -22.01 19.91 10.66 -0.210
O -16.28 14.96 1.97 -0.169
N -17.81 18.54 7.54 -0.187
C -10.70 26.32 5.35 -0.136
C -10.90 16.98 -1.40 -0.218
C -15.20 13.51 0.29 -0.157
C -18.22 18.31 8.96 -0.113
C -13.88 18.19 4.20 -1.493
C -21.41 18.52 3.93 -0.095
C -14.90 19.49 -2.26 -0.177
C -14.30 18.40 -1.49 -0.229
C -17.07 16.31 3.82 -0.193
C -14.87 14.17 7.93 -0.104
C -15.26 20.30 -4.49 -0.129
C -22.19 20.39 5.22 -0.208
C -16.34 20.53 7.93 -0.222
C -10.27 19.23 -0.88 -0.106
C -22.94 20.42 6.58 -0.138
C -14.09 22.12 2.95 -0.260
C -12.94 25.74 5.62 -0.184
C -13.39 22.23 4.27 -0.139
C -13.02 12.47 0.69 -0.119
C -18.00 14.14 4.42 -0.088
C -16.53 17.71 7.30 -0.099
C -13.46 24.29 5.53 -0.240
C -22.82 21.27 8.84 -0.208
C -21.26 19.79 11.82 -0.146
C -12.34 17.18 -1.17 -0.172
C -21.90 21.22 10.03 -0.179
C -15.78 14.91 0.63 -0.168
C -19.75 18.40 8.99 -0.127
C -17.61 20.00 7.28 -0.141
C -15.17 15.64 7.73 -0.240
C -17.35 21.02 2.62 -1.601
C -13.35 22.61 0.71 -0.132
C -16.91 16.19 2.29 -0.194
C -16.62 16.15 7.34 -0.125
C -16.38 22.05 7.73 -0.075
C -19.07 18.02 6.71 -0.040
C -20.18 17.63 7.68 -0.105
H -12.61 17.36 -0.14 0.113
H -23.30 22.27 8.71 0.134
H -14.90 16.23 8.62 0.108
H -21.57 18.90 12.43 0.110
H -22.98 20.36 4.46 0.118
H -12.42 23.06 0.23 0.110
H -12.57 21.55 4.32 0.092
H -20.24 18.01 9.91 0.118
H -17.71 13.66 3.45 0.090
H -14.92 18.45 4.34 -0.064
H -15.94 19.61 -2.00 0.110
H -17.35 15.78 8.01 0.095
H -16.31 20.37 8.99 0.096
H -14.56 15.97 6.94 0.066
H -23.63 20.55 8.96 0.125
H -19.32 18.82 6.00 0.117
H -14.73 21.23 -4.33 0.066
H -17.09 22.38 8.48 0.078
H -15.38 13.54 7.19 0.062
H -17.87 17.28 9.16 0.127
H -14.55 24.46 5.42 0.120
H -16.16 15.86 4.21 0.067
H -20.07 19.47 8.91 0.093
H -14.09 23.40 0.65 0.088
H -16.69 20.49 3.34 -0.046
H -18.64 17.22 6.09 0.104
H -13.79 13.98 7.96 0.080
H -16.29 20.54 -4.10 0.088
H -15.44 20.03 7.54 0.102
H -20.21 19.73 11.59 0.066
H -23.19 19.37 6.71 0.118
H -16.73 22.27 6.74 0.062
H -14.09 21.97 5.09 0.123
H -14.71 17.49 -1.86 0.113
H -13.33 23.77 6.51 0.132
H -12.82 26.17 4.66 0.095
H -14.64 21.20 2.87 0.027
H -21.68 21.32 4.99 0.129
H -17.18 13.93 5.11 0.058
H -18.46 20.49 7.77 0.135
H -15.43 22.54 7.95 0.072
H -15.96 18.01 8.19 0.114
H -10.45 19.50 -1.89 0.076
H -11.12 26.84 4.52 0.056
H -12.31 12.39 1.52 0.085
H -15.22 20.07 -5.61 0.110
H -13.65 21.77 0.13 0.046
H -16.82 15.83 6.28 0.085
H -16.66 15.14 -0.05 0.140
H -14.54 18.49 -0.41 0.124
H -10.58 16.00 -1.08 0.133
H -20.85 21.38 9.67 0.131
H -15.29 13.77 8.90 0.084
H -16.03 18.13 6.46 0.085
H -9.35 19.74 -0.45 0.114
H -16.30 17.05 1.93 0.125
H -12.92 16.29 -1.57 0.141
H -15.00 15.68 0.41 0.119
H -9.96 27.01 5.78 0.080
H -22.45 18.31 3.58 0.101
H -21.01 17.51 4.16 0.097
H -21.16 18.01 7.29 0.105
H -17.90 16.31 1.83 0.130
H -14.76 22.95 2.77 0.080
H -17.71 20.17 6.20 0.127
H -20.36 16.56 7.90 0.120
H -14.46 20.48 -2.08 0.120
H -14.91 13.44 -0.71 0.094
H -23.83 21.09 6.47 0.136
H -20.82 19.06 3.16 0.007
H -17.63 19.00 9.59 0.130
H -22.23 22.02 10.76 0.141
H -13.28 11.44 0.43 0.081
H -13.71 26.29 6.20 0.127
H -12.51 13.02 -0.14 0.093
H -15.89 12.67 0.44 0.123
H -11.16 19.54 -0.35 0.072
H -21.36 20.71 12.41 0.087
H -10.72 17.09 -2.44 0.123
H -17.19 17.37 4.12 0.102
H -18.94 13.62 4.83 0.106
H -10.10 25.47 4.81 0.121
```

Computed properties:
E_LUMO (eV): 0.3
Calculated total energy (Eh): -5277.26344
HOMO (eV): -8.9
Kohn-Sham gap (eV): 9.2